{"formula": "C22H26HfIN5O7P2S", "method": "ωB97M-V/def2-TZVPD", "charge": -2, "e_tot_ev": -83849.51302, "relative_energy_kcal_mol": 28.72, "elements": ["Hf", "C", "C", "N", "N", "C", "N", "S", "C", "C", "C", "C", "C", "N", "H", "H", "H", "H", "H", "H", "H", "H", "H", "I", "C", "C", "C", "C", "C", "C", "C", "C", "C", "C", "H", "H", "H", "H", "H", "H", "O", "P", "O", "O", "O", "P", "O", "O", "O", "H", "H", "C", "C", "C", "C", "N", "H", "H", "H", "H", "H", "H", "H", "H", "H"], "positions_angstrom": [[-11.750, -2.499, 13.469], [-7.846, -1.472, 15.332], [-9.116, -1.377, 14.580], [-9.780, -2.587, 14.132], [-8.882, -3.635, 14.168], [-9.156, -4.669, 13.540], [-8.118, -5.664, 13.475], [-10.761, -5.136, 12.731], [-9.909, -0.245, 14.562], [-9.434, 1.130, 14.882], [-10.073, 2.156, 14.268], [-11.136, 1.959, 13.326], [-11.761, 0.777, 13.404], [-11.177, -0.338, 13.950], [-7.899, -2.155, 16.264], [-6.980, -1.741, 14.782], [-7.613, -0.524, 15.763], [-7.342, -5.183, 13.981], [-8.261, -6.536, 13.974], [-8.721, 1.282, 15.654], [-9.654, 3.173, 14.527], [-11.585, 2.777, 12.662], [-12.740, 0.663, 12.994], [-13.847, -4.447, 10.759], [-12.897, -3.130, 9.406], [-13.199, -3.463, 8.115], [-12.602, -2.739, 7.052], [-11.537, -1.943, 7.250], [-11.123, -1.780, 8.587], [-10.041, -0.871, 8.738], [-9.595, -0.523, 10.023], [-10.209, -1.144, 11.153], [-11.297, -1.976, 11.096], [-11.754, -2.326, 9.783], [-14.014, -4.172, 8.013], [-12.946, -2.956, 6.042], [-11.043, -1.375, 6.439], [-9.552, -0.473, 7.880], [-8.748, 0.107, 10.165], [-9.853, -0.883, 12.115], [-15.538, 0.218, 13.752], [-15.209, -1.340, 13.747], [-16.177, -2.162, 13.071], [-13.790, -1.547, 13.322], [-15.117, -1.680, 15.346], [-13.752, -1.639, 16.188], [-14.175, -2.524, 17.457], [-13.510, -0.294, 16.742], [-12.732, -2.457, 15.463], [-14.773, 0.707, 13.985], [-15.122, -2.676, 17.386], [-11.991, -5.498, 16.094], [-12.560, -5.559, 14.679], [-12.274, -6.988, 14.263], [-14.038, -5.261, 14.675], [-11.953, -4.569, 13.776], [-12.464, -6.182, 16.796], [-12.074, -4.566, 16.614], [-10.916, -5.835, 16.034], [-12.866, -7.689, 14.863], [-11.209, -7.349, 14.376], [-12.512, -7.199, 13.246], [-14.579, -6.061, 15.228], [-14.321, -5.375, 13.616], [-14.329, -4.250, 15.041]], "atomic_forces_ev_per_a": [[-2.1706, 1.2108, 0.0065], [-0.4420, -0.7340, 2.0888], [-1.9818, 0.2432, 0.3474], [1.4831, 1.0058, 0.4901], [-0.4856, 1.7599, 0.2232], [-0.8353, -3.2168, -0.4989], [1.1403, 0.8247, 0.4333], [1.3731, 1.1940, 0.1636], [1.3211, 0.3436, -0.8980], [-1.9231, -0.9680, -0.7051], [1.9749, 1.1868, 0.4004], [-0.5926, 2.4168, -0.5507], [0.9529, -1.7881, 0.2753], [-0.5463, -0.2171, 0.2607], [-0.0631, 0.5968, -1.4690], [0.7283, -0.6349, -0.7536], [0.0799, 0.9487, 0.2047], [-0.5410, -0.6226, -0.6919], [-0.6682, 0.1177, -0.0823], [0.5966, 0.2162, 0.3783], [-0.8173, -0.9160, -0.5193], [0.7067, -1.0390, 1.4133], [-0.3784, -0.4878, -0.4981], [0.0096, 0.5027, 0.3212], [1.2418, -1.2067, 0.7043], [-0.4595, 1.1881, 0.2876], [-0.7803, -1.5502, -1.2554], [-0.2904, 0.0747, 0.2714], [1.1590, 1.4704, 1.0028], [0.4029, 0.0755, 2.7972], [-1.2112, -1.7955, -1.1252], [0.1444, 0.7117, -1.2945], [-0.7077, -1.0431, 0.1841], [-0.6294, 0.4890, -1.5772], [0.2034, 0.1588, -0.6428], [-0.0689, 0.1180, 0.0347], [-0.2882, -0.4926, 0.5793], [0.1946, 0.3012, -0.6461], [0.4625, 0.5653, 0.0556], [0.6602, 0.3750, 0.6852], [-1.4843, -0.4338, -0.6414], [1.6437, -0.6094, 1.0080], [-2.2081, -0.5277, -0.5326], [1.8018, 0.2674, -1.2460], [-0.9992, -0.1128, -0.2817], [0.2458, 1.0829, 1.2285], [-0.6993, -1.0618, 0.3147], [0.4405, 0.4640, -0.7874], [1.1751, -0.3130, -0.4364], [1.2680, 0.8668, 0.5754], [-0.0786, -0.1589, 0.2025], [1.4794, -0.4885, 0.4395], [0.7405, 0.2326, 1.1563], [0.5410, -1.4181, 0.2880], [-1.0759, -0.6161, -0.4088], [0.4347, -0.6584, -0.0769], [-0.3430, -0.5437, -0.2586], [0.1490, 0.9439, -0.2595], [-0.8118, 0.6274, 0.2337], [-0.0910, 0.2252, 0.1096], [-0.9403, 0.8178, 0.0541], [-0.3764, -0.0029, -1.0285], [0.1835, 0.5926, -0.0803], [-0.3961, 0.3083, 0.3310], [0.4467, -0.8672, -0.3041]], "lowdin_charge": [1.5643, -0.0991, -0.3117, -0.1952, -0.0069, -0.6558, -0.0003, 0.8374, -0.2580, -0.0570, -0.1463, -0.1444, -0.1975, -0.0785, 0.0966, 0.0407, 0.0335, 0.0747, 0.0431, 0.0684, 0.0957, 0.0983, 0.0823, 0.9637, -0.5985, -0.2163, -0.1281, -0.0851, -0.1831, -0.0653, -0.0529, -0.1551, -0.1761, -0.2194, 0.0479, 0.0883, 0.1122, 0.0770, 0.0786, 0.0409, -0.0971, 0.1395, -0.2765, -0.4196, -0.2725, 0.1550, -0.1380, -0.2965, -0.3904, 0.0378, 0.0585, -0.0604, -0.7249, -0.1385, -0.0528, -0.5504, 0.0707, 0.0554, 0.0891, 0.0786, 0.0765, 0.0453, 0.0876, 0.0354, 0.0751]}

{"formula": "C22H26N2O2", "method": "ωB97M-V/def2-TZVPD", "smiles": "Cc1ccc(C(=O)NCC(=O)N2CCC(Cc3ccccc3)CC2)cc1", "e_tot_ev": -30312.87064, "relative_energy_kcal_mol": 7.77, "elements": ["C", "C", "C", "C", "C", "C", "O", "N", "C", "C", "O", "N", "C", "C", "C", "C", "C", "C", "C", "C", "C", "C", "C", "C", "C", "C", "H", "H", "H", "H", "H", "H", "H", "H", "H", "H", "H", "H", "H", "H", "H", "H", "H", "H", "H", "H", "H", "H", "H", "H", "H", "H"], "positions_angstrom": [[-8.667, -1.962, 0.469], [-7.378, -1.276, 0.136], [-7.290, -0.439, -0.972], [-6.100, 0.180, -1.294], [-4.968, -0.007, -0.506], [-3.711, 0.685, -0.909], [-3.453, 0.960, -2.068], [-2.898, 1.039, 0.113], [-1.570, 1.544, -0.116], [-0.631, 0.916, 0.909], [-1.077, 0.241, 1.824], [0.682, 1.162, 0.760], [1.251, 1.915, -0.341], [2.655, 2.390, 0.021], [3.613, 1.216, 0.282], [4.362, 0.807, -0.997], [5.329, -0.311, -0.727], [5.051, -1.614, -1.116], [5.937, -2.640, -0.836], [7.115, -2.375, -0.160], [7.404, -1.078, 0.230], [6.518, -0.055, -0.053], [2.831, 0.028, 0.860], [1.627, 0.513, 1.654], [-5.046, -0.854, 0.595], [-6.239, -1.480, 0.905], [-8.672, -2.305, 1.500], [-8.806, -2.828, -0.179], [-9.511, -1.292, 0.315], [-8.164, -0.277, -1.587], [-6.024, 0.823, -2.158], [-3.044, 0.678, 1.047], [-1.279, 1.295, -1.142], [-1.552, 2.637, -0.005], [1.288, 1.295, -1.247], [0.623, 2.783, -0.554], [2.586, 3.016, 0.911], [3.035, 3.012, -0.790], [4.358, 1.539, 1.016], [4.909, 1.674, -1.377], [3.642, 0.500, -1.758], [4.137, -1.830, -1.650], [5.707, -3.648, -1.147], [7.807, -3.174, 0.060], [8.325, -0.863, 0.753], [6.752, 0.957, 0.247], [3.477, -0.575, 1.498], [2.477, -0.614, 0.052], [1.101, -0.319, 2.129], [1.940, 1.209, 2.441], [-4.174, -1.055, 1.201], [-6.287, -2.140, 1.760]], "atomic_forces_ev_per_a": [[0.0115, -0.0438, -0.0438], [0.0634, 0.0144, 0.0326], [0.0483, -0.0198, 0.0658], [0.1729, 0.0524, 0.0021], [-0.2615, -0.2353, -0.0615], [0.0905, 0.2066, 0.1128], [-0.0573, 0.0093, -0.2219], [0.2460, -0.0543, 0.3951], [-0.1555, -0.0486, -0.0749], [-0.1928, 0.1898, -0.1892], [-0.1933, -0.1503, 0.2187], [0.2178, -0.0125, 0.1613], [0.0154, 0.2756, -0.3625], [-0.0616, -0.0912, 0.0078], [-0.0679, -0.0050, -0.2391], [0.0793, 0.0995, 0.3278], [-0.0311, 0.0125, -0.1791], [0.0001, 0.0274, -0.0124], [0.0176, -0.1153, 0.0106], [0.0522, -0.0985, 0.0123], [0.0764, 0.0202, 0.0665], [-0.0234, -0.0043, -0.0030], [0.0232, 0.2413, 0.2530], [0.0654, -0.4046, 0.2509], [0.0637, 0.1429, -0.1347], [-0.0978, -0.0135, 0.0036], [-0.0569, -0.0328, 0.0537], [-0.0746, -0.0650, 0.0040], [-0.0857, -0.0016, 0.0230], [-0.0895, 0.0333, -0.0570], [0.0189, 0.0400, -0.0779], [-0.0606, 0.0194, -0.1699], [0.0315, 0.1250, 0.1148], [0.1326, -0.1141, -0.1117], [-0.0128, 0.0812, -0.0254], [0.0436, -0.0972, -0.0635], [-0.0132, 0.0710, -0.0158], [-0.0061, 0.0635, 0.0124], [-0.0174, -0.0151, -0.0141], [-0.0464, 0.0144, -0.0733], [-0.0451, 0.0267, -0.0685], [-0.1021, 0.0055, -0.0564], [-0.0157, -0.0804, -0.0249], [0.0547, -0.0623, 0.0136], [0.0734, 0.0174, 0.0356], [0.0272, 0.1230, 0.0303], [-0.0230, -0.0756, -0.0370], [-0.0117, -0.0983, -0.0471], [0.1140, 0.1698, -0.0122], [-0.0164, -0.0789, 0.0325], [0.0920, -0.0047, 0.0601], [-0.0122, -0.0589, 0.0758]], "lowdin_charge": [-0.0523, -0.2788, -0.0367, -0.0113, -0.1379, -0.4507, 0.0612, 0.0735, -0.0846, -0.4259, 0.0506, -0.0482, -0.1469, -0.1313, -0.3117, -0.1302, -0.2432, -0.0492, -0.0831, -0.0955, -0.0844, -0.0455, -0.1282, -0.1286, -0.0215, -0.0400, 0.0745, 0.0850, 0.0784, 0.1129, 0.1175, 0.1162, 0.1286, 0.1367, 0.1324, 0.1213, 0.1204, 0.1178, 0.1393, 0.1221, 0.1199, 0.1109, 0.1020, 0.0997, 0.1015, 0.1136, 0.1258, 0.1232, 0.1232, 0.1342, 0.1127, 0.1106]}

Number 1: HOMO-LUMO gap 4.50 eV. Number 2: HOMO-LUMO gap 9.68 eV.